Entry 1:
C24H29N4O3PRu | the ωB97M-V functional and the def2-TZVPD basis

Positions of all 62 atoms, in Å:
H: 0.70 -2.20 3.02
C: -3.16 2.10 -4.79
C: 0.44 0.37 -1.37
H: -0.86 5.46 0.25
P: -1.35 0.81 -1.39
C: -1.45 2.16 -0.18
C: 0.72 -0.96 -1.76
C: -2.15 0.42 1.49
C: 3.37 -2.93 1.21
H: 1.89 -0.57 1.05
C: 3.06 -0.55 -1.41
H: -4.16 2.15 -5.17
H: -2.09 2.55 3.13
H: 4.09 -0.88 -1.45
C: 1.48 1.22 -0.98
H: 3.65 -4.00 3.70
C: 3.48 -1.32 3.15
C: 2.79 0.76 -1.02
H: -2.26 2.88 -6.57
H: 2.08 -4.48 3.06
N: -3.70 -2.28 1.37
C: -2.93 1.58 -3.52
H: 3.44 -2.13 0.48
C: -4.10 -0.99 1.45
H: -2.18 -3.53 1.07
N: -2.64 -2.76 0.57
H: -3.00 -3.11 -0.32
C: -0.55 1.92 -3.82
C: -1.13 3.48 -0.50
C: 2.71 -2.48 2.51
N: 1.32 -2.07 2.22
C: -1.49 4.11 1.79
H: -0.08 -1.58 -2.19
C: -1.63 1.50 -3.04
H: -4.36 -2.96 1.75
H: -3.76 1.23 -2.92
Ru: -0.94 -1.07 0.26
H: 4.48 -1.66 3.40
H: 1.27 2.24 -0.68
H: 2.82 -3.76 0.78
H: 2.27 -2.41 -2.11
H: -0.89 3.74 -1.52
H: 3.00 -1.01 4.08
H: 0.46 1.84 -3.45
O: -1.67 -0.22 2.42
C: -0.79 2.44 -5.08
H: 3.59 1.42 -0.75
H: -1.52 4.87 2.55
C: -1.81 2.81 2.12
H: 2.18 -3.36 4.43
H: 0.04 2.78 -5.67
C: -2.09 2.51 -5.57
O: -3.22 -0.07 0.78
N: 1.07 -0.83 1.61
C: 2.64 -3.65 3.49
H: 4.38 -3.27 1.42
H: 3.58 -0.46 2.49
H: 0.87 -0.08 2.28
C: 2.04 -1.41 -1.78
C: -1.14 4.45 0.49
O: -5.06 -0.58 2.00
C: -1.79 1.82 1.14

Its HOMO energy (alpha / beta) is -14.4 / -14.5 eV. Its lowest unoccupied orbital energy (alpha / beta) is -7.9 / -8.0 eV. Its net charge is +2. Its spin multiplicity is 1.

=====

Entry 2:
C13H4Cl5MgNS2 | the ωB97M-V functional and the def2-TZVPD basis

Positions of all 26 atoms, in Å:
C: 0.49 -0.47 -2.08
Cl: -0.98 3.66 4.51
Cl: 0.45 -1.90 2.09
H: -1.17 0.50 -1.14
C: -0.82 0.00 -2.03
C: -1.16 -0.86 -4.27
Cl: -2.66 1.16 5.32
C: -1.36 1.00 4.22
C: 0.79 0.73 2.41
Cl: -1.98 -1.65 4.12
C: 2.60 -0.88 -1.40
S: 2.63 -1.58 -2.99
C: -0.60 2.11 3.85
H: 0.52 -1.83 -5.21
N: 1.44 -0.34 -1.07
C: 0.01 -0.35 2.80
H: -2.65 0.15 -3.10
C: 0.45 1.96 2.96
S: 3.93 -0.89 -0.31
Mg: 2.08 0.05 0.91
C: -1.06 -0.25 3.69
C: 0.96 -1.12 -3.22
Cl: 1.39 3.35 2.49
C: 0.15 -1.32 -4.32
H: -1.81 -1.01 -5.11
C: -1.63 -0.21 -3.13

Its HOMO energy is -8.6 eV. Its lowest unoccupied orbital energy is 0.2 eV. Its net charge is 0. Its spin multiplicity is 1. Its energy above the lowest of the compared OMol25 structures with the same formula, charge and spin is 0.000 eV.